Arrangement A

2 unconnected molecules or ions with the total composition C2H8S3, computed with wB97M-V/def2-TZVPD.

Element x y z (Å)
C  -4.418  2.398  -1.093
C  -3.347  1.644  -1.836
S  -3.182  -0.105  -1.371
H  -5.422  2.146  -1.452
H  -4.374  3.487  -1.092
H  -4.509  2.086  -0.063
H  -3.574  1.613  -2.897
H  -2.358  2.069  -1.696
H  -3.712  0.100  -0.177
S  2.671  -1.522  1.649
S  4.272  -0.400  1.040
H  3.068  -2.115  2.791
H  4.183  0.563  1.972

Properties
- total charge = 0
- Kohn-Sham gap (hartree) = 0.344
- highest occupied orbital energy (hartree) = -0.329
- SMILES = CCS.SS

---

Arrangement B

2 unconnected molecules or ions with the total composition C2H8S3, computed with wB97M-V/def2-TZVPD.

Element x y z (Å)
C  -0.456  -1.324  -0.471
S  -1.635  -0.603  0.891
C  -2.412  0.707  -0.192
H  -1.258  -1.943  -1.001
H  -0.054  -0.663  -1.212
H  0.359  -1.758  -0.059
H  -3.546  0.686  -0.074
H  -2.297  0.453  -1.279
H  -1.990  1.716  0.011
S  4.055  1.669  0.457
S  3.826  -0.052  1.555
H  2.831  1.555  -0.099
H  2.578  -0.443  1.472

Properties
- total charge = 0
- Kohn-Sham gap (hartree) = 0.322
- highest occupied orbital energy (hartree) = -0.312
- SMILES = CSC.SS

---

Arrangement C

2 unconnected molecules or ions with the total composition C2H8S3, computed with wB97M-V/def2-TZVPD.

Element x y z (Å)
C  -0.303  -0.623  0.848
C  1.173  -0.049  1.057
S  1.236  1.600  2.018
H  -0.738  0.128  0.250
H  -0.785  -0.707  1.754
H  -0.029  -1.499  0.282
H  1.743  -0.729  1.662
H  1.620  0.262  0.030
H  -0.012  1.831  1.886
S  -0.215  0.245  -2.984
S  -1.799  -0.545  -1.784
H  0.209  1.162  -2.060
H  -2.101  -1.078  -2.958

Properties
- total charge = 0
- Kohn-Sham gap (hartree) = 0.319
- highest occupied orbital energy (hartree) = -0.322
- SMILES = CCS.SS

---

Tell me which of them is the least stable. Sure, it is arrangement B.

---

Arrangement A

C6H10N2O3 in the gas phase, computed with wB97M-V/def2-TZVPD.

Element x y z (Å)
O  -2.196  2.010  -2.268
N  -2.157  0.709  -2.053
N  -1.232  0.442  -1.117
C  -0.666  -0.893  -1.263
C  -0.513  -1.537  0.104
C  0.303  -0.497  0.893
C  1.596  -1.005  1.510
O  2.128  -1.989  1.034
O  2.153  -0.196  2.428
C  0.785  0.788  0.223
C  -0.425  1.481  -0.478
H  -1.480  -1.292  -1.943
H  0.185  -1.006  -1.935
H  -1.475  -1.408  0.554
H  -0.253  -2.521  0.275
H  -0.254  0.001  1.814
H  1.452  0.460  2.614
H  1.252  1.474  0.828
H  1.700  0.651  -0.468
H  0.089  2.252  -1.131
H  -0.993  2.076  0.379

Properties
- total charge = 0
- Kohn-Sham gap (hartree) = 0.370
- highest occupied orbital energy (hartree) = -0.364
- SMILES = O=NN1CCC(C(=O)O)CC1

---

Arrangement B

C6H10N2O3 in the gas phase, computed with wB97M-V/def2-TZVPD.

Element x y z (Å)
C  3.036  -0.158  -0.158
C  1.542  -0.230  -0.010
N  0.829  0.832  0.142
C  -0.683  0.780  -0.127
C  -1.513  1.850  0.602
O  -2.781  1.778  0.667
O  -0.803  2.759  1.293
C  -1.273  -0.570  0.110
O  -2.713  -0.755  -0.123
C  -0.435  -1.569  -0.742
N  0.941  -1.493  -0.244
H  3.526  -0.396  0.772
H  3.434  0.678  -0.594
H  3.273  -1.055  -0.805
H  -0.743  1.080  -1.136
H  -1.437  3.495  1.505
H  -1.124  -0.711  1.200
H  -3.207  -0.004  0.256
H  -0.806  -2.601  -0.648
H  -0.606  -1.408  -1.711
H  1.543  -2.302  -0.250

Properties
- total charge = 0
- Kohn-Sham gap (hartree) = 0.359
- highest occupied orbital energy (hartree) = -0.332
- SMILES = CC1=N[C@H](C(=O)O)[C@@H](O)CN1

---

Tell me which of them is the least stable. Sure, it is arrangement A.

---

Arrangement A

A molecular structure, AsF6H26O13, computed with wB97M-V/def2-TZVPD.

Element x y z (Å)
As  0.569  -0.608  0.410
F  1.011  -2.061  1.373
F  0.179  0.224  1.947
F  0.080  0.900  -0.484
F  0.983  -1.509  -1.144
F  -1.090  -1.241  0.357
F  2.209  0.063  0.470
O  0.098  5.502  -2.525
H  -0.744  5.916  -2.716
H  -0.107  4.571  -2.437
O  -0.969  -1.695  -6.731
H  -1.035  -1.657  -7.686
H  -0.230  -1.125  -6.519
O  7.322  0.342  -1.061
H  6.647  1.003  -1.216
H  7.302  0.196  -0.116
O  -5.402  -3.614  -2.264
H  -4.748  -3.105  -2.744
H  -5.935  -2.958  -1.815
O  3.644  -0.904  -5.230
H  4.096  -1.718  -5.452
H  3.327  -1.042  -4.338
O  -1.116  5.509  2.587
H  -0.742  5.399  1.713
H  -0.526  5.024  3.164
O  -3.677  -2.199  5.003
H  -4.355  -2.562  5.573
H  -3.468  -2.909  4.396
O  4.215  3.814  -1.283
H  4.089  3.130  -0.625
H  3.335  4.148  -1.454
O  4.785  -1.810  4.754
H  5.027  -1.105  4.153
H  3.854  -1.958  4.588
O  -6.754  -0.285  0.373
H  -6.415  -0.238  1.268
H  -6.058  0.091  -0.166
O  -3.849  1.994  3.906
H  -3.132  2.444  3.459
H  -3.550  1.089  3.988
O  0.420  0.070  6.652
H  0.955  0.855  6.535
H  0.114  -0.146  5.772
O  -0.250  -5.623  -4.677
H  -0.770  -4.871  -4.960
H  0.658  -5.345  -4.796

Properties
- total charge = -1
- Kohn-Sham gap (hartree) = 0.422
- highest occupied orbital energy (hartree) = -0.347

---

Arrangement B

A molecular structure, AsF6H26O13, computed with wB97M-V/def2-TZVPD.

Element x y z (Å)
As  0.144  -0.083  -0.810
F  0.514  1.432  -1.526
F  1.293  -0.831  -1.835
F  -0.297  -1.632  -0.139
F  -1.027  0.690  0.203
F  -1.049  -0.433  -2.046
F  1.262  0.098  0.506
O  0.868  4.084  -2.508
H  0.587  3.200  -2.238
H  1.638  4.258  -1.962
O  -1.454  -0.287  2.956
H  -1.233  -0.275  2.016
H  -0.652  0.025  3.390
O  1.455  -0.133  3.536
H  1.464  0.470  4.288
H  1.994  -0.878  3.819
O  0.062  -2.063  -4.272
H  0.174  -1.285  -3.712
H  -0.575  -2.596  -3.785
O  -2.415  3.642  -1.150
H  -3.281  3.924  -1.455
H  -2.403  2.694  -1.324
O  -3.449  0.692  -2.548
H  -2.632  0.290  -2.217
H  -3.439  0.504  -3.490
O  2.960  -1.251  -4.246
H  3.195  -1.352  -3.319
H  2.042  -1.546  -4.290
O  -2.212  -3.359  -0.773
H  -3.079  -2.986  -0.593
H  -1.583  -2.686  -0.467
O  3.899  0.512  0.391
H  2.938  0.413  0.458
H  4.062  1.403  0.712
O  -3.689  2.198  2.550
H  -3.275  3.060  2.452
H  -3.038  1.575  2.209
O  1.736  -3.502  1.214
H  1.009  -3.175  1.774
H  2.499  -2.976  1.470
O  -0.483  -3.217  2.873
H  -0.925  -2.388  2.643
H  -0.346  -3.157  3.821
O  2.587  2.304  2.278
H  2.151  3.065  2.673
H  2.002  1.559  2.471

Properties
- total charge = -1
- Kohn-Sham gap (hartree) = 0.364
- highest occupied orbital energy (hartree) = -0.301

---

Tell me which of them is the least stable. Sure, it is arrangement A.

---

Arrangement A

CH4N2O2 in the gas phase, computed with wB97M-V/def2-TZVPD.

Element x y z (Å)
C  -0.586  0.112  -1.087
N  0.296  -0.065  0.016
O  1.173  -0.867  0.102
N  -0.246  0.564  1.196
O  0.694  0.367  2.163
H  -1.405  0.873  -0.849
H  -0.034  0.294  -2.064
H  -1.122  -0.781  -1.219
H  1.231  -0.498  1.742

Properties
- total charge = 0
- Kohn-Sham gap (alpha / beta) (hartree) = 0.343 / 0.340
- highest occupied orbital energy (alpha / beta) (hartree) = -0.337 / -0.333
- SMILES = C/[N+]([O-])=N/O

---

Arrangement B

CH4N2O2 in the gas phase, computed with wB97M-V/def2-TZVPD.

Element x y z (Å)
C  0.475  -0.916  0.785
O  0.405  -0.811  -0.677
N  -0.102  0.417  -0.962
N  -0.909  1.045  -0.157
O  -1.526  2.050  -0.578
H  0.294  -1.921  1.024
H  -0.201  -0.098  1.207
H  1.430  -0.612  1.302
H  0.134  0.846  -1.944

Properties
- total charge = 0
- Kohn-Sham gap (hartree) = 0.373
- highest occupied orbital energy (hartree) = -0.344
- SMILES = CONN=O

---

Arrangement C

CH4N2O2 in the gas phase, computed with wB97M-V/def2-TZVPD.

Element x y z (Å)
N  -1.529  -0.900  -0.604
O  -0.812  0.322  -0.287
C  0.549  0.047  0.000
N  1.229  1.182  0.318
O  1.054  -1.074  0.078
H  -0.762  -1.670  -0.304
H  -2.490  -0.926  -0.144
H  2.186  1.150  0.473
H  0.575  1.869  0.470

Properties
- total charge = 0
- Kohn-Sham gap (hartree) = 0.376
- highest occupied orbital energy (hartree) = -0.345
- SMILES = NOC(N)=O

---

Arrangement D

2 unconnected molecules or ions with the total composition CH4N2O2, computed with wB97M-V/def2-TZVPD.

Element x y z (Å)
C  0.137  0.386  0.237
N  1.011  -0.710  0.502
N  -1.237  0.056  0.040
O  -1.462  -1.103  -0.272
O  -2.059  0.971  0.203
H  0.187  1.382  0.782
H  0.671  0.959  -1.538
H  0.757  -1.356  -0.254
H  1.996  -0.584  0.301

Properties
- total charge = 0
- Kohn-Sham gap (alpha / beta) (hartree) = 0.297 / 0.303
- highest occupied orbital energy (alpha / beta) (hartree) = -0.350 / -0.359

---

Tell me which of them is the least stable. Sure, it is arrangement D.

---

Arrangement A

A gas-phase ion, C6H10 (charge -1), computed with wB97M-V/def2-TZVPD.

Element x y z (Å)
C  -0.943  1.532  -0.075
C  -0.856  -0.056  -0.485
C  -2.229  -0.551  0.212
C  0.343  -0.640  0.275
C  1.638  0.085  0.190
C  2.856  -0.239  -0.162
H  -1.722  1.406  0.635
H  -0.034  1.913  0.392
H  -1.266  2.011  -0.986
H  -2.674  -1.339  -0.429
H  -1.828  -1.015  1.129
H  0.506  -1.675  -0.040
H  0.143  -0.504  1.347
H  -0.754  -0.097  -1.565
H  3.131  -1.274  -0.347
H  3.690  0.443  -0.091

Properties
- <S²> = 0.760
- total charge = -1
- Kohn-Sham gap (alpha / beta) (hartree) = 0.188 / 0.166
- highest occupied orbital energy (alpha / beta) (hartree) = -0.042 / -0.041
- spin multiplicity = 2

---

Arrangement B

2 unconnected molecules or ions with the total composition C6H10, computed with wB97M-V/def2-TZVPD.

Element x y z (Å)
C  1.222  1.076  -0.858
C  0.918  -0.023  -0.055
C  1.764  -1.084  0.250
C  -0.665  -0.434  1.810
C  -0.442  -0.058  0.555
C  -1.598  0.334  -0.325
H  -1.035  0.055  -2.489
H  2.196  1.166  -1.326
H  0.568  1.938  -0.923
H  1.347  -1.971  0.708
H  2.780  -1.075  -0.127
H  -1.656  -0.523  2.240
H  0.167  -0.655  2.469
H  -2.468  -0.311  -0.188
H  -1.234  0.177  -1.487
H  -1.863  1.386  -0.254

Properties
- <S²> = 0.765
- total charge = -1
- Kohn-Sham gap (alpha / beta) (hartree) = 0.219 / 0.165
- highest occupied orbital energy (alpha / beta) (hartree) = -0.062 / -0.036
- spin multiplicity = 2

---

Tell me which of them is the least stable. Sure, it is arrangement A.

---

Arrangement A

C6H6O in the gas phase, computed with wB97M-V/def2-TZVPD.

Element x y z (Å)
C  0.367  0.318  -1.882
C  0.312  -0.662  -1.055
C  0.991  0.611  -0.616
C  0.322  1.151  0.466
C  -0.604  0.466  1.120
C  -0.912  -0.940  1.521
O  -1.623  0.254  1.962
H  0.408  0.651  -2.986
H  0.378  -1.689  -1.354
H  2.004  0.481  -0.465
H  0.263  2.304  0.525
H  -1.270  -1.301  0.472
H  -0.636  -1.645  2.293

Properties
- total charge = 0
- Kohn-Sham gap (hartree) = 0.361
- highest occupied orbital energy (hartree) = -0.321
- SMILES = C1=CC1/C=C1\CO1

---

Arrangement B

2 unconnected molecules or ions with the total composition C6H6O, computed with wB97M-V/def2-TZVPD.

Element x y z (Å)
C  -1.222  2.103  0.777
C  -1.725  0.983  0.377
C  -2.505  0.081  -0.072
O  -2.932  -0.777  -0.728
H  -1.821  2.952  1.185
H  -0.151  2.100  0.799
C  -0.391  -1.447  1.422
C  -0.050  -1.502  0.270
C  0.325  -1.564  -1.130
H  -1.096  -1.294  2.218
H  0.764  -0.505  -1.456
H  -0.543  -1.709  -1.807
H  1.133  -2.299  -1.225

Properties
- total charge = 0
- Kohn-Sham gap (hartree) = 0.297
- highest occupied orbital energy (hartree) = -0.313
- SMILES = C=C=C=O.C#CC

---

Arrangement C

C6H6O in the gas phase, computed with wB97M-V/def2-TZVPD.

Element x y z (Å)
O  2.650  0.388  0.042
C  1.771  -0.471  -0.020
C  0.323  -0.209  -0.008
C  -0.620  -1.142  -0.004
C  -2.022  -0.546  0.027
C  -1.679  0.971  0.024
C  -0.335  1.148  -0.032
H  1.985  -1.552  -0.174
H  -0.401  -2.220  0.006
H  -2.609  -0.770  -0.872
H  -2.588  -0.909  0.876
H  -2.439  1.738  -0.073
H  0.220  2.108  -0.029

Properties
- total charge = 0
- Kohn-Sham gap (hartree) = 0.349
- highest occupied orbital energy (hartree) = -0.339
- SMILES = O=CC1=CCC=C1

---

Tell me which of them is the least stable. Sure, it is arrangement A.